This record from the OMol25 dataset describes an isolated ion of composition C5H6N5O2 and charge +1 at a distorted geometry. The level of theory is wB97M-V/def2-TZVPD.

Atoms and positions in Å:
H: -1.654 -0.947 -1.995
N: -0.668 -0.769 -1.851
C: -0.579 -0.124 -0.832
C: -1.873 0.247 0.220
N: -3.158 0.142 -0.037
N: -1.179 0.636 1.244
O: 0.216 0.874 1.115
C: 0.719 0.390 -0.146
C: 2.172 -0.352 -0.084
C: 3.119 0.521 -0.621
N: 3.750 1.392 -1.026
N: 2.274 -1.277 0.829
O: 1.383 -1.775 1.472
H: -3.361 -0.140 -1.040
H: -3.861 0.451 0.580
H: -1.476 1.030 2.094
H: 0.891 1.285 -0.938
H: 3.286 -1.582 1.016

Values from the calculation:
**Relative energy (zero: lowest compared OMol25 entry of this formula, charge and spin)**: 6.426 eV
**Total charge**: +1
**Molecular weight**: 168.1 g/mol
**Gap between HOMO and LUMO (spin up / spin down)**: 8.93 / 8.93 eV
**SMILES**: [H]/N=C1\C(=[NH2+])NO[C@H]1/C(C#N)=[NH+]\[O-]
**DFT total energy**: -617.90647 Ha
**HOMO level (spin up / spin down)**: -13.27 / -13.27 eV

This record from the OMol25 dataset describes C36H59N6O4S2SiTi as an isolated structure at a distorted geometry. The level of theory is wB97M-V/def2-TZVPD.

Atoms and positions in Å:
Ti: -1.069 -0.351 0.414
C: 3.190 1.302 -2.543
C: 2.975 0.089 -1.655
C: 2.527 -1.090 -2.503
C: 4.232 -0.243 -0.869
O: 1.863 0.354 -0.721
Si: 1.924 1.413 0.516
S: -0.238 1.601 1.006
O: 2.593 0.668 1.780
C: 3.382 1.114 2.939
C: 4.746 1.567 2.446
C: 2.646 2.239 3.640
C: 3.504 -0.112 3.828
O: 2.488 2.858 0.190
C: 2.179 4.252 -0.140
C: 1.352 4.861 0.979
C: 1.412 4.266 -1.454
C: 3.524 4.944 -0.265
H: 3.911 1.053 -3.321
H: 3.581 2.145 -1.979
H: 2.255 1.595 -3.025
H: 3.272 -1.297 -3.270
H: 1.589 -0.851 -3.008
H: 2.417 -1.993 -1.902
H: 5.020 -0.555 -1.553
H: 4.051 -1.048 -0.159
H: 4.598 0.627 -0.322
H: 4.650 2.358 1.702
H: 5.301 0.734 2.016
H: 5.326 1.958 3.282
H: 2.583 3.118 3.002
H: 3.179 2.523 4.546
H: 1.636 1.938 3.931
H: 3.901 -0.952 3.257
H: 2.538 -0.390 4.254
H: 4.185 0.088 4.653
H: 0.399 4.347 1.103
H: 1.139 5.903 0.740
H: 1.892 4.845 1.924
H: 0.542 3.605 -1.394
H: 2.040 3.946 -2.284
H: 1.058 5.274 -1.665
H: 4.070 4.895 0.676
H: 3.380 5.993 -0.521
H: 4.126 4.482 -1.047
C: -1.802 -2.204 2.879
N: -0.733 -1.307 2.363
C: -0.414 -0.357 3.473
C: 0.533 -2.063 2.092
C: 0.386 -3.382 1.331
N: 1.342 -3.409 0.206
C: 2.741 -3.406 0.677
C: 1.105 -4.607 -0.620
H: -1.405 -2.794 3.708
H: -2.182 -2.855 2.095
H: -2.616 -1.585 3.255
H: -0.255 -0.934 4.387
H: -1.246 0.329 3.620
H: 0.487 0.200 3.226
H: 1.016 -2.237 3.057
H: 1.194 -1.380 1.539
H: -0.609 -3.475 0.894
H: 0.516 -4.233 2.005
H: 2.945 -4.300 1.271
H: 2.943 -2.525 1.282
H: 3.412 -3.395 -0.178
H: 1.237 -5.523 -0.041
H: 1.809 -4.621 -1.450
H: 0.089 -4.588 -1.016
N: -5.282 -0.612 -0.160
C: -5.511 0.794 -0.200
C: -6.576 1.307 -0.918
C: -6.742 2.685 -0.975
C: -5.842 3.534 -0.348
C: -4.763 3.017 0.360
C: -4.617 1.642 0.441
S: -3.453 0.841 1.494
N: -3.069 -0.510 0.480
C: -4.081 -1.173 -0.063
C: -3.891 -2.529 -0.633
C: -4.663 -2.964 -1.705
C: -4.498 -4.271 -2.149
C: -3.577 -5.076 -1.505
C: -2.827 -4.535 -0.464
N: -2.963 -3.286 -0.037
H: -6.044 -1.202 -0.467
H: -7.273 0.649 -1.422
H: -7.583 3.095 -1.516
H: -5.988 4.604 -0.394
H: -4.076 3.673 0.876
H: -5.360 -2.306 -2.206
H: -5.084 -4.648 -2.976
H: -3.434 -6.107 -1.797
H: -2.095 -5.145 0.053
O: -0.349 -1.798 -0.753
C: -0.754 -1.898 -2.121
C: -1.077 -0.525 -2.621
C: -1.124 -0.208 -3.968
C: -1.496 1.076 -4.333
C: -1.808 1.996 -3.339
C: -1.721 1.605 -2.019
N: -1.363 0.361 -1.664
H: 0.650 -2.310 -0.515
H: -1.649 -2.528 -2.150
H: 0.038 -2.384 -2.693
H: -0.865 -0.950 -4.711
H: -1.532 1.359 -5.376
H: -2.096 3.009 -3.580
H: -1.927 2.296 -1.211

Values from the calculation:
**Relative energy (zero: lowest compared OMol25 entry of this formula, charge and spin)**: 0.355 eV
**Total charge**: +3
**Molecular weight**: 780.0 g/mol
**Gap between HOMO and LUMO**: 6.71 eV
**DFT total energy**: -3971.42577 Ha
**HOMO level**: -16.30 eV

This record from the OMol25 dataset describes C24H33N4O4P2Pt as an isolated structure. The level of theory is wB97M-V/def2-TZVPD.

Atoms and positions in Å:
Pt: 0.541 0.379 -1.362
C: 0.741 3.462 0.288
P: -0.321 2.029 -0.020
C: -0.556 1.300 1.639
N: -0.911 2.089 2.623
C: -1.175 1.513 3.819
C: -1.563 2.321 4.915
C: -1.860 1.734 6.108
C: -1.785 0.325 6.266
C: -1.409 -0.476 5.230
C: -1.090 0.107 3.980
N: -0.692 -0.683 2.956
C: -0.411 -0.100 1.817
P: 0.203 -1.130 0.435
C: -1.104 -2.349 0.174
C: 1.721 -1.998 1.033
C: 1.430 -2.967 2.181
C: 2.714 -0.920 1.477
C: 2.289 -2.774 -0.161
C: -1.981 2.645 -0.552
C: -2.384 3.886 0.247
C: -2.998 1.519 -0.338
C: -1.882 2.986 -2.043
H: 0.353 4.029 1.133
H: 0.777 4.090 -0.601
H: 1.750 3.119 0.516
H: -1.619 3.392 4.770
H: -2.160 2.343 6.949
H: -2.031 -0.111 7.224
H: -1.342 -1.551 5.329
H: -1.372 -2.816 1.121
H: -0.770 -3.106 -0.535
H: -1.969 -1.844 -0.255
H: 1.050 -2.455 3.062
H: 2.360 -3.473 2.448
H: 0.710 -3.734 1.892
H: 2.335 -0.347 2.325
H: 2.946 -0.227 0.663
H: 3.646 -1.395 1.788
H: 1.612 -3.562 -0.494
H: 3.223 -3.253 0.143
H: 2.501 -2.119 -1.007
H: -2.406 3.695 1.319
H: -3.386 4.184 -0.068
H: -1.719 4.729 0.057
H: -3.118 1.276 0.720
H: -2.728 0.620 -0.893
H: -3.969 1.855 -0.708
H: -1.123 3.747 -2.240
H: -2.841 3.388 -2.374
H: -1.664 2.102 -2.642
C: 3.895 -0.488 -3.061
C: 2.571 -0.948 -3.549
N: 1.396 -0.666 -3.008
C: 0.431 -1.306 -3.752
C: 1.033 -1.986 -4.764
N: 2.374 -1.743 -4.615
C: 0.580 -2.855 -5.890
O: -0.710 -3.070 -5.993
O: 1.416 -3.318 -6.623
C: -0.996 -1.152 -3.382
O: -1.866 -1.727 -4.023
O: -1.217 -0.387 -2.362
H: 3.762 0.365 -2.400
H: 4.534 -0.191 -3.892
H: 4.402 -1.282 -2.510
H: 3.062 -2.125 -5.251
H: -1.228 -2.597 -5.283

Values from the calculation:
**Relative energy (zero: lowest compared OMol25 entry of this formula, charge and spin)**: 0.000 eV
**Total charge**: +1
**Molecular weight**: 698.6 g/mol
**Gap between HOMO and LUMO (spin up / spin down)**: 6.85 / 7.48 eV
**Spin multiplicity**: 3
**Expectation value of S²**: 2.006
**DFT total energy**: -2256.26383 Ha
**HOMO level (spin up / spin down)**: -10.59 / -12.20 eV